# 1
C17H25BClF17N2O7PS | ωB97M-V/def2-TZVPD

CARTESIAN COORDINATES (ANGSTROEM)
N 2.096314 -2.353489 -2.995869
P 0.759648 -2.283264 -2.204861
C -0.273712 -0.881046 -2.829620
C 0.563395 0.380421 -3.098969
Cl 1.324253 0.399609 -4.674937
N -0.470448 1.516278 -3.070170
B -0.154300 2.700068 -2.111985
O -0.802782 3.846539 -2.432779
O 0.752127 2.491983 -1.130018
C -1.860980 0.926363 -2.720398
C -2.663444 0.752087 -4.014525
C -4.187770 0.969300 -3.895940
C -5.000760 -0.324782 -3.834928
O -6.343542 -0.103622 -3.467538
C -1.344009 -0.278463 -1.925552
S -2.524294 -1.350857 -1.145714
O -1.849926 -2.037547 -0.100162
O -3.723160 -0.616348 -0.924229
F -2.769977 -2.382104 -2.301613
H 2.925182 -2.307838 -2.418063
H -0.113576 -3.365177 -2.405648
H 0.860226 -2.120328 -0.813110
H -0.653311 -1.210074 -3.801590
H 1.293575 0.532056 -2.307189
H -0.456768 1.904224 -4.017366
H -1.323329 4.228927 -1.722831
H 0.387011 2.369800 -0.244462
H -2.367394 1.641507 -2.070242
H -2.484068 -0.221472 -4.481635
H -2.294269 1.497112 -4.723285
H -4.429291 1.633056 -3.061022
H -4.504030 1.496217 -4.798816
H -5.010020 -0.804913 -4.814232
H -4.543067 -1.028838 -3.137766
H -6.359617 0.220606 -2.567382
H -0.800301 0.099726 -1.048494
C 0.202124 5.256602 2.646675
C 0.173251 5.796082 4.085161
C 1.234464 5.274041 5.061464
F 1.106684 3.940622 5.222151
F 1.048756 5.869558 6.251993
F -1.056373 5.632348 4.605614
F 0.413513 7.131886 3.975956
O -0.727153 4.218542 2.335074
C -0.453922 2.906567 2.510612
C -1.404079 2.219260 3.504742
F -1.291090 2.792402 4.707145
F -1.043500 0.921898 3.593998
F 0.826197 2.668197 2.788496
F -0.700900 2.281904 1.286632
H -0.126601 6.093388 2.033541
H 1.214726 5.004754 2.332184
H 2.240070 5.502453 4.698507
H -2.435540 2.292916 3.153751
C 3.656920 -4.710098 3.188294
C 3.488278 -3.233255 2.806313
C 2.110979 -2.777420 2.317544
F 1.774565 -3.425541 1.180717
F 2.162017 -1.452146 2.032041
F 4.422516 -2.871790 1.904980
F 3.705675 -2.516106 3.946207
O 4.241940 -5.553847 2.217868
C 3.503554 -6.201154 1.270230
C 3.894406 -5.771870 -0.152050
F 3.710007 -4.442734 -0.311475
F 3.097314 -6.416067 -1.029342
F 2.181145 -6.062858 1.471740
F 3.788679 -7.516618 1.356548
H 4.376872 -4.698179 4.005271
H 2.730584 -5.125864 3.585979
H 1.341868 -2.943060 3.074690
H 4.938480 -6.020548 -0.346286

Cartesian forces (eV/Å) of the 6 atoms listed first:
N -0.2924 0.2151 0.1903
P 1.1124 -0.2828 -0.2490
C 0.1677 0.0326 -0.1196
C -0.4484 -0.4947 0.0082
Cl 0.1438 0.0746 0.0522
N 0.7705 0.2959 -0.0449

HOMO level   -11.9 eV
Molar mass   801.7 g/mol
LUMO energy   -3.02 eV
Net charge   +1
Kohn-Sham gap   8.9 eV
F_max   0.0228 Eh/bohr


# 2
C17H25ClNO2S | ωB97M-V/def2-TZVPD

CARTESIAN COORDINATES (ANGSTROEM)
C 2.118500 4.912749 0.247578
C 0.698023 4.510018 -0.110411
O 0.031257 3.923395 1.025597
C 0.137101 2.644411 1.227317
O 0.752861 1.864429 0.518025
C -0.619425 2.183120 2.470700
C 0.209745 1.148119 3.253390
C -0.127984 -0.282971 2.824117
N -0.475913 -0.300779 1.390844
C -0.400121 -1.643765 0.773415
C 1.006057 -1.994402 0.295550
C 1.543527 -1.025054 -0.757520
S 0.291377 -0.567002 -2.013262
C -0.089696 -2.129794 -2.773195
C 0.884518 -3.076357 -3.052731
C 0.532556 -4.268030 -3.657844
C -0.791289 -4.505157 -4.000668
Cl -1.227033 -5.993188 -4.753413
C -1.764932 -3.548787 -3.746069
C -1.412465 -2.365114 -3.127956
C -1.798321 0.335438 1.181210
C -1.970506 1.570286 2.076079
H 2.117278 5.587366 1.099781
H 2.569992 5.418960 -0.599835
H 2.715959 4.036400 0.488158
H 0.692185 3.789496 -0.933459
H 0.093622 5.380965 -0.366303
H -0.799608 3.068194 3.083357
H 0.015298 1.252601 4.319896
H 1.271470 1.342666 3.094552
H 0.727527 -0.936520 2.996392
H -0.977766 -0.675976 3.387096
H 0.209720 0.347114 0.905990
H -0.757261 -2.384462 1.491793
H -1.063072 -1.652804 -0.093978
H 1.710134 -2.032739 1.129070
H 0.951775 -2.996249 -0.134779
H 1.842791 -0.068746 -0.331314
H 2.411055 -1.450245 -1.257450
H 1.921040 -2.892746 -2.816112
H 1.286645 -5.007490 -3.874364
H -2.789136 -3.732218 -4.027583
H -2.160421 -1.611641 -2.931654
H -1.863518 0.607548 0.125693
H -2.579518 -0.395703 1.401122
H -2.579869 2.310121 1.558057
H -2.494159 1.304540 2.995120

Cartesian forces (eV/Å) of the 6 atoms listed first:
C -0.3633 -0.1855 0.1028
C 0.4720 0.2046 -0.6004
O -0.1896 0.2557 0.2126
C -0.2731 -0.3674 0.5938
O 0.2260 0.2463 -0.3226
C 0.0826 0.2298 -0.0187

HOMO level   -10.9 eV
Molar mass   342.9 g/mol
Energy relative to the best compared isomer or geometry (same formula, charge and spin)   0.0794 eV
LUMO energy   -2.21 eV
Net charge   +1
Kohn-Sham gap   8.7 eV
SMILES   CCOC(=O)[C@H]1CC[N@H+](CCCSc2ccc(Cl)cc2)CC1
F_max   0.0173 Eh/bohr


# 3
C17H25F3N4O3 | ωB97M-V/def2-TZVPD

CARTESIAN COORDINATES (ANGSTROEM)
C 3.038928 1.770272 -0.798347
C 2.021969 2.751045 -0.230131
C 0.640786 2.603945 -0.860476
N 0.006777 1.331708 -0.559999
C -0.045098 0.326937 -1.453449
O 0.510039 0.365380 -2.546047
C -0.784078 -0.967865 -1.079761
C -1.818407 -0.949788 0.010691
N -1.910336 -0.017981 0.948695
N -2.934273 -0.398579 1.720416
C -3.495714 -1.553439 1.295994
C -2.802683 -1.955496 0.183310
C -3.013853 -3.167814 -0.661939
N 0.162153 -2.068297 -0.808552
C 0.945945 -1.837328 0.401719
C 1.658853 -3.104744 0.840330
C 2.570267 -3.584602 -0.283439
C 3.274514 -4.868418 0.080250
F 2.414875 -5.880817 0.306090
F 4.110251 -5.276217 -0.894150
F 4.015780 -4.729556 1.197043
C 1.773652 -3.739078 -1.573096
C 1.043902 -2.430965 -1.911341
C 0.301455 -2.669129 -3.211994
O -0.870497 -2.916551 -3.335263
O 1.156936 -2.618919 -4.239332
C 0.571825 -2.845209 -5.526354
H 4.011102 1.886337 -0.317726
H 2.710510 0.740669 -0.650050
H 3.165015 1.917091 -1.871779
H 1.934864 2.618734 0.852695
H 2.362994 3.777171 -0.392127
H -0.018767 3.400220 -0.509030
H 0.716565 2.680890 -1.945474
H -0.548826 1.230997 0.279301
H -1.310757 -1.240000 -1.992944
H -3.204189 0.173695 2.498919
H -4.336207 -1.993664 1.806458
H -3.884695 -3.729559 -0.325271
H -3.159739 -2.900965 -1.709232
H -2.139430 -3.817823 -0.630043
H 1.691857 -1.037648 0.249583
H 0.272869 -1.500010 1.189058
H 2.233895 -2.911844 1.746917
H 0.917039 -3.874535 1.065584
H 3.367291 -2.849331 -0.439236
H 2.431156 -4.002844 -2.401084
H 1.030808 -4.532243 -1.453334
H 1.789530 -1.650024 -2.115525
H 1.388950 -2.774153 -6.237132
H 0.109931 -3.830165 -5.569195
H -0.181761 -2.087729 -5.733660

Cartesian forces (eV/Å) of the 6 atoms listed first:
C 0.0032 0.0019 0.0131
C -0.0003 -0.0184 0.0077
C -0.0060 0.0311 -0.0122
N 0.0062 -0.0181 0.0010
C -0.0010 0.0091 -0.0065
O 0.0023 -0.0083 0.0001

HOMO level   -8.7 eV
Molar mass   390.4 g/mol
Energy relative to the best compared isomer or geometry (same formula, charge and spin)   0.0000 eV
LUMO energy   0.71 eV
Kohn-Sham gap   9.5 eV
SMILES   CCCNC(=O)[C@H](c1n[nH]cc1C)N1CC[C@@H](C(F)(F)F)C[C@H]1C(=O)OC
F_max   0.0026 Eh/bohr


# 4
C17H25FNO14 | ωB97M-V/def2-TZVPD

CARTESIAN COORDINATES (ANGSTROEM)
N 4.073794 1.050131 -1.295428
C 2.633921 1.345769 -0.895953
C 1.770015 0.096594 -1.401698
C 0.328515 0.477520 -1.969175
C -0.593551 1.271227 -0.942501
F -1.959512 0.798880 -0.967644
C 2.255810 2.739676 -1.583382
O 2.186058 2.950113 -2.838962
O 2.028556 3.821373 -0.741517
H 4.015187 0.995243 -2.332184
H 4.550135 1.963941 -1.141389
H 2.654431 1.398447 0.254275
H 1.699937 -0.735476 -0.609745
H 2.348967 -0.379648 -2.280171
H -0.217929 -0.513385 -2.201486
H 0.474822 0.999670 -2.976042
H -0.604682 2.381149 -1.232796
H -0.244074 1.204211 0.149768
C -1.794635 6.476655 -2.267363
C -0.922644 5.300163 -2.583330
O -1.789484 4.193087 -2.365098
C -3.063194 4.644718 -2.503897
O -4.031064 3.940425 -2.548193
O -3.098432 6.004484 -2.586973
H -1.542496 7.354985 -2.863426
H -1.766623 6.746375 -1.207470
H -0.592680 5.290638 -3.625891
H -0.045809 5.241749 -1.934245
C -1.156262 -2.827593 2.162995
C -1.443032 -2.178726 0.844021
O -0.216362 -1.528626 0.533654
C 0.764620 -2.177048 1.211261
O 1.938750 -1.991314 1.044940
O 0.245948 -3.065908 2.103031
H -1.704078 -3.761033 2.296892
H -1.367212 -2.167761 3.009505
H -1.665632 -2.906865 0.058741
H -2.258316 -1.461135 0.901164
C 5.179938 -4.495379 0.361509
C 3.959203 -3.832127 -0.199289
O 4.187055 -3.877602 -1.603275
C 5.048229 -4.902728 -1.837016
O 5.320302 -5.323166 -2.925062
O 5.561662 -5.392181 -0.674308
H 4.973650 -5.035470 1.286677
H 5.996905 -3.789479 0.536882
H 3.041895 -4.382530 0.028318
H 3.849052 -2.804375 0.143958
C -4.435823 -1.025197 4.872837
C -5.654884 -0.363878 4.303456
O -5.421364 -0.413891 2.902929
C -4.558813 -1.439914 2.675857
O -4.282696 -1.862208 1.591172
O -4.050146 -1.925033 3.842199
H -4.645857 -1.562115 5.798888
H -3.619669 -0.318711 5.049106
H -6.573501 -0.913626 4.528740
H -5.766911 0.666885 4.642148

Cartesian forces (eV/Å) of the 6 atoms listed first:
N -0.6878 1.1257 -0.4173
C 0.3841 -0.5342 -0.2400
C -0.0179 -0.1667 -0.4779
C -0.2762 -1.0851 0.0645
C 0.7423 1.0308 -0.2177
F 1.2910 0.2411 -0.0498

HOMO level   -4.2 eV
Molar mass   486.4 g/mol
LUMO energy   1.74 eV
Net charge   -1
Kohn-Sham gap   5.9 eV
F_max   0.1096 Eh/bohr


# 5
C17H25N2O8 | ωB97M-V/def2-TZVPD

CARTESIAN COORDINATES (ANGSTROEM)
C 2.326904 -0.589797 -0.686834
O 1.320272 0.063319 -1.508546
C 1.860969 1.149193 -2.284151
N 2.584512 2.196383 -1.490032
C 3.962232 2.510922 -1.932276
C 4.880928 3.568253 -1.226316
C 4.277626 4.326768 0.038365
C 5.130355 5.410151 0.856562
O 6.201662 5.094188 1.471350
O 4.639714 6.770298 0.912835
C 2.807886 3.970130 0.456361
C 1.963350 2.893251 -0.346353
N 0.574616 2.529052 -0.025938
C 0.015258 3.374875 0.808871
O -0.538488 4.037966 1.699345
H 1.746448 -1.319640 0.011068
H 3.065190 -1.257289 -1.274767
H 2.917834 0.107533 0.008167
H 0.945991 1.686286 -2.767739
H 2.489812 0.774756 -3.191808
H 4.407429 1.959698 -2.847867
H 5.945958 3.725244 -1.615314
H 4.764524 7.013132 1.875478
H 2.382280 4.525406 1.382865
O 0.116751 -2.993926 -1.085716
C -0.939190 -3.010054 -1.687808
O -0.949728 -3.102242 -3.031038
C -2.129365 -3.335143 -3.817046
C -2.835555 -2.032249 -4.134917
C -2.241370 -2.830537 -0.961437
H -2.787288 -4.062280 -3.335811
H -1.790952 -3.795616 -4.748717
H -3.181741 -1.532105 -3.227921
H -3.696938 -2.209751 -4.782774
H -2.152885 -1.341322 -4.637488
H -2.448688 -1.764588 -0.851341
H -2.150041 -3.281793 0.029078
H -3.082899 -3.324650 -1.442923
O -4.245865 -3.241978 1.518611
C -3.729269 -2.501539 2.329533
O -2.400069 -2.554728 2.544242
C -1.665961 -1.595584 3.320244
C -1.680916 -1.961712 4.790986
C -4.566494 -1.585233 3.175675
H -2.026228 -0.580255 3.136864
H -0.636584 -1.628004 2.953516
H -2.694755 -1.952194 5.196377
H -1.070776 -1.262671 5.367710
H -1.290819 -2.972698 4.936013
H -4.914062 -2.126356 4.057208
H -5.430388 -1.265640 2.587788
H -4.051187 -0.675232 3.477770

Cartesian forces (eV/Å) of the 6 atoms listed first:
C 0.1571 -1.8572 1.3292
O 2.1540 1.6866 -0.1610
C -2.4318 -0.8452 -1.4943
N 2.4844 2.4777 1.6094
C 0.7147 2.5745 2.8175
C -4.1845 -1.2877 1.2618

HOMO level   -11.9 eV
Molar mass   385.4 g/mol
Energy relative to the best compared isomer or geometry (same formula, charge and spin)   6.3716 eV
LUMO energy   -5.47 eV
Net charge   +1
Kohn-Sham gap   6.4 eV
F_max   0.1603 Eh/bohr


The lowest F_max belongs to which entry?
C17H25F3N4O3